No. 1
Here is a 2-piece molecular cluster, C4H12 overall at a distorted geometry from the OMol25 dataset. Energies are from the ωB97M-V functional and the def2-TZVPD basis.

As for the SMILES: CC.CC. For the energy relative to the best compared isomer or geometry (same formula, charge and spin), the calculation gives 41.0 kJ/mol. Its maximum force is 0.0365 Eh/bohr. The frontier orbital gap comes out at 12.586 eV.

CARTESIAN COORDINATES (ANGSTROEM)
C: -2.02753 -0.62385 -0.82175
C: -1.70892 -2.01548 -0.32452
H: -2.96950 -0.56617 -1.35487
H: -2.12652 0.05518 0.03303
H: -1.30075 -0.05066 -1.40468
H: -2.45522 -2.32472 0.39814
H: -0.75802 -2.09041 0.13935
H: -1.72793 -2.76716 -1.11874
C: 1.56311 1.35873 1.26257
C: 2.10160 1.21349 -0.15275
H: 2.36335 1.55396 1.99505
H: 0.99121 2.27988 1.34511
H: 1.20011 0.40382 1.63980
H: 1.42895 0.62969 -0.77932
H: 2.33146 2.18586 -0.59690
H: 3.09458 0.75785 -0.25953

Now the natural (NBO) charges, all in e:
1. C -0.61
2. C -0.61
3. H 0.20
4. H 0.20
5. H 0.21
6. H 0.20
7. H 0.20
8. H 0.20
9. C -0.62
10. C -0.61
11. H 0.20
12. H 0.21
13. H 0.21
14. H 0.20
15. H 0.20
16. H 0.20


No. 2
Here is a 2-piece molecular cluster, C10H17N3 overall at a distorted geometry from the OMol25 dataset. Energies are from the ωB97M-V functional and the def2-TZVPD basis.

As for the SMILES: CC1(C)CCC#CCCC1.N1=NN1. For the energy relative to the best compared isomer or geometry (same formula, charge and spin), the calculation gives 495.9 kJ/mol. Its maximum force is 0.0592 Eh/bohr. The frontier orbital gap comes out at 8.751 eV.

CARTESIAN COORDINATES (ANGSTROEM)
C: 1.25031 -1.81558 -1.04012
C: 1.26120 -0.63574 -0.05827
C: 2.68626 -0.51801 0.50215
C: 0.32773 -0.97022 1.12782
C: -1.18714 -1.06468 0.86146
C: -1.64921 0.29584 0.60127
C: -1.31317 1.45841 0.45436
C: -0.52025 2.59018 0.05525
C: 0.90374 1.99082 -0.08955
C: 0.93597 0.65140 -0.85878
H: 1.61759 -2.71495 -0.54882
H: 1.89278 -1.61129 -1.89479
H: 0.24991 -2.01853 -1.41194
H: 2.93404 -1.37892 1.11968
H: 2.79990 0.37253 1.11356
H: 3.40827 -0.46322 -0.31125
H: 0.47439 -0.22712 1.91623
H: 0.65652 -1.93252 1.53036
H: -1.68625 -1.50376 1.72913
H: -1.41246 -1.68794 -0.00634
H: -0.86445 2.99675 -0.90003
H: -0.53062 3.38511 0.80287
H: 1.53451 2.72469 -0.59824
H: 1.31108 1.85638 0.91123
H: -0.01872 0.50923 -1.36784
H: 1.70076 0.72578 -1.63704
N: -4.05743 -1.17290 -0.11571
N: -3.73053 -0.08552 0.36932
N: -4.01336 -0.05968 -1.04362
H: -4.96136 0.30345 -1.21235

Now the natural (NBO) charges, all in e:
1. C -0.61
2. C -0.03
3. C -0.61
4. C -0.38
5. C -0.47
6. C -0.03
7. C 0.04
8. C -0.48
9. C -0.38
10. C -0.41
11. H 0.21
12. H 0.21
13. H 0.21
14. H 0.21
15. H 0.20
16. H 0.21
17. H 0.21
18. H 0.20
19. H 0.23
20. H 0.23
21. H 0.23
22. H 0.23
23. H 0.21
24. H 0.20
25. H 0.22
26. H 0.21
27. N 0.00
28. N 0.06
29. N -0.41
30. H 0.32


No. 3
Here is C24H27BaN4O as an isolated structure at a distorted geometry from the OMol25 dataset. Energies are from the ωB97M-V functional and the def2-TZVPD basis.

As for the charge: -1. Its maximum force is 0.0918 Eh/bohr. The frontier orbital gap comes out at 3.615 eV.

CARTESIAN COORDINATES (ANGSTROEM)
Ba: 0.87704 -1.01370 0.02476
O: 2.99035 -3.10512 -3.62763
C: 2.42079 -2.76666 -2.59458
N: 2.55668 -1.56945 -1.94615
C: 3.27779 -0.62056 -2.68218
C: 3.25967 0.77462 -2.16783
C: 3.91358 1.81049 -2.83759
C: 3.89442 3.13120 -2.33932
C: 3.11125 3.40095 -1.25045
C: 2.47734 2.33743 -0.61077
N: 2.51600 1.07603 -1.03987
C: 1.48815 -3.77923 -2.03536
C: 1.21189 -4.84216 -2.90568
C: 0.44685 -5.90821 -2.44089
C: 0.10240 -5.93826 -1.06063
C: 0.32280 -4.76056 -0.34073
N: 0.98878 -3.73152 -0.78382
H: 3.02526 -0.53833 -3.74182
H: 4.37259 -0.85940 -2.78014
H: 4.58286 1.68258 -3.68149
H: 4.49113 3.91865 -2.77874
H: 2.89606 4.40475 -0.88912
H: 1.90459 2.49671 0.35040
H: 1.64976 -4.81457 -3.91638
H: 0.25847 -6.77605 -3.07458
H: -0.52744 -6.64933 -0.59397
H: -0.03307 -4.68703 0.69929
C: -2.18356 -1.73202 0.16268
C: -2.07012 -1.48661 1.75278
C: -2.92346 -2.38416 2.67666
C: -2.40645 0.04100 1.89590
C: -3.70189 0.47784 2.04881
C: -3.98406 1.81041 2.12229
C: -2.93792 2.78248 1.97052
C: -1.60928 2.46583 1.88084
C: -0.53909 3.53116 1.80533
C: -0.78639 4.65481 2.75958
C: -0.56280 4.05983 0.40702
C: -1.23367 0.97482 1.76423
N: -0.00542 0.76115 1.67838
H: -1.76848 -2.75438 0.01863
H: -1.64347 -0.94257 -0.40000
H: -3.28147 -1.70298 -0.01497
H: -1.05160 -1.69640 2.17435
H: -4.00857 -2.34696 2.48376
H: -2.86990 -1.98739 3.74078
H: -2.63562 -3.45086 2.59433
H: -4.43656 -0.33977 2.00942
H: -4.96512 2.05831 2.33488
H: -3.13564 3.81326 1.97610
H: 0.50979 3.19533 2.16009
H: -1.49693 5.44435 2.42572
H: 0.13946 5.20625 2.94105
H: -1.18862 4.34648 3.70889
H: -1.57355 4.25161 0.02131
H: -0.15419 3.27418 -0.26213
H: 0.02855 5.00173 0.20807

Now the Mulliken charges, all in e:
1. Ba 1.52
2. O -0.77
3. C 0.00
4. N -0.41
5. C -0.58
6. C 0.26
7. C -0.67
8. C -0.43
9. C -0.52
10. C -0.28
11. N 0.06
12. C 0.62
13. C -0.40
14. C -0.32
15. C -0.77
16. C -0.17
17. N -0.28
18. H 0.37
19. H 0.25
20. H 0.36
21. H 0.40
22. H 0.39
23. H 0.40
24. H 0.39
25. H 0.37
26. H 0.38
27. H 0.42
28. C -0.89
29. C 0.75
30. C -1.54
31. C 0.36
32. C -0.17
33. C -1.45
34. C -0.21
35. C 0.29
36. C 0.99
37. C -2.00
38. C -1.16
39. C -0.26
40. N -1.11
41. H 0.18
42. H -0.01
43. H 0.33
44. H 0.09
45. H 0.29
46. H 0.37
47. H 0.36
48. H 0.12
49. H 0.41
50. H 0.34
51. H 0.27
52. H 0.29
53. H 0.46
54. H 0.43
55. H 0.32
56. H 0.22
57. H 0.30